No. 1
Density functional theory data (ωB97M-V/def2-TZVPD) for a 9-piece molecular cluster, C8H36N2O9 overall at a distorted geometry.

The geometry in XYZ format:
```
55
Properties=species:S:1:pos:R:3:forces:R:3:mulliken_charge:R:1
O -0.09811 -2.93547 -2.90713 -0.12 -0.31 -0.12 -0.570
H -0.45377 -3.82414 -2.90895 -0.19 -0.19 0.07 0.263
H 0.60567 -2.95732 -3.55556 0.28 0.09 -0.29 0.237
O -0.54507 1.73817 -2.83126 -0.58 0.40 -0.32 -0.614
H -0.32710 0.87559 -2.47815 0.46 -0.47 0.16 0.318
H -1.45015 1.88766 -2.55793 -0.25 0.16 0.04 0.288
O 0.42609 -0.62491 -1.66998 -0.15 0.44 0.46 -0.185
H 0.19923 -1.39248 -2.19497 -0.17 -0.32 -0.07 0.380
H 1.35982 -0.72745 -1.48599 0.32 0.21 -0.08 0.030
O 1.87749 2.46609 -2.15309 0.52 0.26 -0.61 -0.617
H 1.57147 2.20350 -1.28498 -0.22 0.01 0.31 0.350
H 2.83218 2.43891 -2.08939 0.29 -0.08 -0.07 0.264
O 2.51643 -1.00353 1.02756 0.48 0.14 0.08 -0.684
H 2.72053 -0.65103 1.89377 0.22 0.19 0.07 0.270
H 1.69457 -1.47885 1.14944 -0.72 -0.40 -0.28 0.500
O 3.63924 -0.20630 -3.97327 0.10 0.17 -0.65 -0.582
H 3.55994 -0.79309 -3.22119 -0.28 0.12 0.51 0.363
H 4.41520 -0.51728 -4.43954 0.17 0.03 -0.24 0.287
O 3.40344 -1.34489 -1.53352 0.14 -0.43 -0.49 -0.658
H 3.26182 -1.13801 -0.60974 -0.22 0.25 0.87 0.248
H 4.24757 -1.79584 -1.55178 0.20 -0.19 0.04 0.284
C -1.79460 3.31044 2.20008 0.31 -0.36 0.38 -1.490
C -0.84176 3.40484 0.99179 -0.79 -1.08 1.43 0.482
C -0.08544 2.00667 0.88383 -0.59 1.20 -1.50 0.174
O 1.27328 2.12979 0.47247 -0.61 -0.85 0.09 -0.010
C 2.10118 2.73863 1.40666 0.06 1.05 0.36 -1.001
N -1.69143 3.68289 -0.17722 0.29 -0.63 -0.45 -0.710
H -2.22286 4.27473 2.47368 0.28 0.05 0.25 0.384
H -1.32873 2.77331 3.02625 0.19 0.61 0.48 0.372
H -2.65529 2.67237 1.99964 -0.08 -0.12 -0.53 0.391
H -0.08495 4.17036 1.16303 -0.28 0.17 -0.26 0.224
H -0.62782 1.51286 0.07757 0.40 -0.26 -0.28 -0.426
H -0.15926 1.32235 1.72903 0.00 0.45 0.58 0.142
H 3.13382 2.77434 1.05955 -0.15 -0.24 -0.23 0.260
H 2.07887 2.30193 2.40511 -0.10 -0.54 0.11 0.305
H 1.77283 3.76887 1.54410 0.24 0.29 0.11 0.310
H -2.33320 4.45041 -0.03885 0.59 0.96 0.35 0.266
H -2.39808 2.96423 -0.11197 0.00 -0.82 -0.53 0.284
C -3.65136 -3.19075 0.35631 1.19 -0.25 -0.60 -1.568
C -2.43301 -2.28024 0.62402 -0.22 1.08 1.89 0.534
C -1.14374 -3.05036 1.00663 -0.20 0.08 -0.30 -0.790
O -0.12026 -2.13865 1.43745 0.07 0.42 0.31 -0.153
C -0.12671 -1.70041 2.78783 -0.35 -0.48 0.74 -0.903
N -2.19842 -1.28503 -0.42500 -0.18 -1.45 -0.39 -0.564
H -3.94464 -3.78262 1.22337 0.23 0.02 0.05 0.368
H -3.26251 -3.85870 -0.41229 -0.42 -0.55 -0.17 0.307
H -4.55403 -2.74364 -0.06005 0.35 0.54 0.14 0.366
H -2.62562 -1.71245 1.53430 -0.34 0.17 0.24 0.278
H -0.69983 -3.57761 0.16220 -0.02 0.22 -0.38 0.271
H -1.33976 -3.85299 1.71759 -0.04 0.19 0.58 0.408
H 0.31125 -2.45506 3.44113 0.00 -0.30 0.04 0.314
H -1.09814 -1.44763 3.21273 -0.42 -0.22 -0.38 0.396
H 0.45026 -0.79567 2.97928 0.27 0.08 -0.82 0.201
H -1.75590 -1.90971 -1.08383 -0.10 0.32 -1.33 0.248
H -1.40067 -0.69677 -0.23097 0.16 0.21 0.61 0.159
```
Forces are in eV/Å.

**Strongest force on any atom**: 0.0425 hartree/bohr
**SMILES string**: COC[C@H](C)N.COC[C@H](C)N.O.O.O.O.O.O.O
**Total charge**: 0
**E_LUMO**: 0.20 eV
**Energy relative to the best compared isomer or geometry (same formula, charge and spin)**: 198.4 kJ/mol
**Orbital gap**: 9.1718 eV

No. 2
Density functional theory data (ωB97M-V/def2-TZVPD) for C6H10B3Be2Cl2F12N2 as an isolated structure at a distorted geometry.

The geometry in XYZ format:
```
37
Properties=species:S:1:pos:R:3:forces:R:3:mulliken_charge:R:1
Be 1.45765 -10.12934 27.07426 -3.45 3.20 0.77 1.405
Be -0.50513 -4.90112 24.86752 -0.29 -3.32 0.70 1.409
B 1.38134 -7.90253 25.26947 -2.77 0.04 0.52 0.560
F 0.49726 -8.95884 24.90494 0.46 -0.96 0.56 -0.317
F 2.62543 -8.41948 25.26519 2.28 -1.13 0.06 -0.285
F 1.16460 -6.87473 24.37334 0.02 1.10 -0.62 -0.425
F 1.07237 -7.52085 26.57013 0.36 -0.32 0.37 -0.235
B -0.88418 -9.24250 28.59963 -4.45 0.84 3.28 0.354
F -1.72953 -8.17921 28.96055 1.35 -0.43 -0.06 -0.330
F -1.33519 -10.40272 29.18532 0.38 -0.58 -0.41 -0.274
F -0.89745 -9.30420 27.24756 2.08 -1.32 -3.23 -0.011
F 0.42034 -9.05240 29.04809 3.46 -0.38 -1.13 -0.344
B -3.04047 -6.88244 25.83966 -3.77 -0.66 1.66 0.246
F -3.47959 -7.52997 26.97264 0.53 0.15 0.15 -0.313
F -3.46422 -7.58234 24.76424 0.13 -0.91 -1.97 -0.341
F -3.54529 -5.60241 25.78404 0.53 1.60 -0.29 -0.340
F -1.65847 -6.80855 25.84292 4.35 1.83 -0.78 -0.032
C -1.69601 -8.98315 22.85244 -0.31 0.04 -0.35 -0.745
C -1.48115 -7.55683 22.67890 1.08 5.80 -0.27 0.605
N -1.32093 -6.36379 22.53466 -0.20 -5.16 1.61 -0.606
H -2.58046 -9.21482 22.25897 -0.21 -0.20 0.23 0.383
H -1.86794 -9.18144 23.91037 -0.23 0.11 -0.05 0.193
H -0.88028 -9.61093 22.49391 0.16 0.34 -0.05 0.319
C 4.24159 -5.86557 25.69687 0.83 -0.01 0.27 -0.745
C 2.97563 -5.18766 25.78195 -3.19 1.65 0.58 0.627
N 1.97885 -4.57707 25.91434 1.21 -1.78 -1.27 -0.496
H 4.95451 -5.19504 26.17670 0.28 0.08 -0.21 0.389
H 4.53134 -6.06874 24.66592 -0.07 0.23 0.08 0.127
H 4.31476 -6.80444 26.24574 -0.54 0.11 0.06 0.256
Cl 4.32951 -5.90318 21.86458 0.19 0.15 -0.10 0.050
C 4.21887 -7.24956 20.81056 0.04 -1.10 -0.23 -0.296
C 2.62293 -7.53209 20.76234 -1.43 -1.70 -0.36 -0.088
Cl 2.27900 -9.16998 20.02268 0.71 1.61 0.30 0.176
H 4.64634 -8.16160 21.22716 0.18 0.32 0.26 0.327
H 4.62812 -7.07941 19.81475 -0.30 0.32 0.05 0.418
H 2.11069 -6.77786 20.16497 0.23 -0.01 -0.15 0.450
H 2.18932 -7.66189 21.75391 0.37 0.43 0.01 -0.072
```
Forces are in eV/Å.

**Strongest force on any atom**: 0.1148 hartree/bohr
**Total charge**: +2
**2S+1**: 2
**⟨S²⟩**: 0.756
**E_LUMO (alpha / beta)**: -11.78 / -13.48 eV
**Orbital gap (alpha / beta)**: 3.9024 / 2.2067 eV

No. 3
Density functional theory data (ωB97M-V/def2-TZVPD) for one molecule with the formula C2H4S3 at a distorted geometry.

The geometry in XYZ format:
```
9
Properties=species:S:1:pos:R:3:forces:R:3:mulliken_charge:R:1
C -0.87800 0.58432 -1.03813 -1.07 0.16 3.93 -0.724
C 0.12109 0.07018 -0.05820 0.59 -1.22 1.82 0.241
S -0.40271 -1.09898 -1.28324 -0.51 -0.45 -0.58 -0.034
S 1.85271 0.53316 0.00574 -0.44 -0.21 -0.05 -0.150
S -0.63726 -0.29088 1.69557 0.62 0.03 -0.71 -0.207
H -1.69995 0.91125 -0.33550 -0.17 -0.80 -1.66 0.269
H -0.56722 1.34989 -1.64909 0.76 1.36 -1.72 0.331
H 2.10158 -0.70692 0.44851 0.58 0.15 0.00 0.124
H 0.10975 -1.35201 2.21434 -0.36 0.97 -1.02 0.150
```
Forces are in eV/Å.

**Strongest force on any atom**: 0.0792 hartree/bohr
**SMILES string**: SC1(S)CS1
**Total charge**: 0
**E_LUMO**: 0.54 eV
**Energy relative to the best compared isomer or geometry (same formula, charge and spin)**: 139.9 kJ/mol
**Orbital gap**: 9.3340 eV

No. 4
Density functional theory data (ωB97M-V/def2-TZVPD) for C3H12NO3 as an isolated structure at a distorted geometry.

The geometry in XYZ format:
```
19
Properties=species:S:1:pos:R:3:forces:R:3:mulliken_charge:R:1
C 0.32440 2.47950 0.65431 2.20 1.98 1.45 -0.834
N 1.42922 1.56238 0.90589 -0.29 0.64 -0.41 -0.263
C 1.43465 0.35917 0.12400 -2.55 -1.89 -0.37 -0.139
C 1.29776 -0.99882 0.90792 1.47 -0.89 0.31 -0.529
O 0.78814 -1.99985 0.14838 -0.70 -0.44 -0.95 -0.696
H -0.23602 2.17843 -0.18890 -0.98 -0.31 -0.47 0.323
H 0.71414 3.50264 0.48472 0.41 -0.18 -1.15 0.265
H -0.18836 2.85388 1.53510 -1.14 -1.32 0.52 0.273
H 1.69938 1.44212 1.86500 -0.30 -0.14 0.15 0.227
H 2.29875 0.26524 -0.50497 0.48 0.12 -0.58 0.180
H 0.46613 0.27522 -0.55157 1.96 0.53 1.08 0.090
H 0.68639 -0.83588 1.84782 0.54 0.24 -0.32 0.238
H 2.35327 -1.45409 1.17608 -1.29 1.50 0.35 0.179
H -1.93989 -1.27638 -0.22016 0.43 -0.09 0.59 0.240
H -0.33728 -1.87328 -0.41140 0.37 0.13 0.65 0.303
O -1.42788 -1.82376 -0.82413 -0.45 0.17 0.18 -0.871
H -2.57163 -1.40759 -1.70596 -0.37 0.01 -1.92 0.470
H -3.55581 -2.06861 -2.75789 0.39 0.99 0.32 0.261
O -3.23539 -1.18031 -2.48423 -0.20 -1.05 0.59 -0.716
```
Forces are in eV/Å.

**Strongest force on any atom**: 0.0641 hartree/bohr
**Total charge**: -1
**E_LUMO**: 3.81 eV
**Energy relative to the best compared isomer or geometry (same formula, charge and spin)**: 190.2 kJ/mol
**Orbital gap**: 7.8136 eV

No. 5
Density functional theory data (ωB97M-V/def2-TZVPD) for a 8-piece molecular cluster, C3H18NO10 overall at a distorted geometry.

The geometry in XYZ format:
```
32
Properties=species:S:1:pos:R:3:forces:R:3:mulliken_charge:R:1
O -0.78300 3.81303 -1.33788 0.26 -0.48 -0.12 -0.539
C -0.40155 2.66940 -1.30434 0.44 -0.75 1.94 0.119
C -0.00765 1.91272 0.01639 -2.05 1.59 0.05 -0.521
N 0.66348 0.62415 -0.01659 -2.65 0.19 1.30 -0.213
C -0.35353 -0.49906 0.29773 1.89 0.26 -3.23 0.780
O -0.14781 -1.43669 -0.52362 -0.10 -1.22 -0.11 -0.908
O -1.27827 -0.44286 1.07717 -0.04 1.43 0.92 -0.711
H -0.32986 2.00372 -2.14443 -0.08 -0.26 -1.40 0.350
H 0.52431 2.66369 0.58292 0.30 0.28 0.44 0.386
H -1.07287 1.87491 0.50958 1.99 -0.42 -0.53 0.127
H 1.20678 0.47104 -0.86601 -0.46 -0.35 0.29 0.216
H 1.34619 0.92521 2.01866 0.18 -0.41 0.29 0.374
H 2.16985 -0.29253 2.38856 -0.48 0.16 0.35 0.299
O 1.76566 0.49955 2.78958 0.33 0.13 -0.43 -0.733
H 2.31566 -2.41950 -1.96129 0.50 1.23 0.21 0.327
H 1.28002 -1.65034 -1.21292 0.67 1.18 0.04 0.393
O 2.21853 -1.49318 -1.61939 -1.11 -2.25 -0.36 -0.723
H 0.09439 -2.65571 1.64096 -2.69 -2.99 -3.73 0.265
H -0.24730 -1.69824 2.81423 0.00 -0.31 -0.78 0.290
O 0.42179 -2.11993 2.25821 3.07 2.96 4.69 -0.551
H -0.05384 -0.40682 -3.67265 -0.17 0.51 -0.22 0.309
H 1.42918 -0.53139 -3.73707 -2.01 2.38 -1.02 0.349
O 0.65871 0.11156 -4.08613 2.21 -2.90 1.53 -0.673
H -2.89202 -0.10924 -1.88409 0.34 0.98 -1.25 0.289
H -2.54907 -1.14622 -0.90818 -0.52 0.27 0.41 0.333
O -3.28929 -0.55386 -1.16242 0.17 -1.22 0.82 -0.617
H -2.87723 0.39270 1.68084 -3.00 -0.30 -0.50 0.411
H -4.23317 0.33556 0.72239 1.39 0.02 2.39 0.305
O -3.92353 0.39937 1.69807 1.59 0.17 -1.89 -0.693
H 4.20248 -0.84254 1.86809 -0.46 -0.51 -0.78 0.318
H 3.48222 -1.98427 1.04057 -2.08 -0.42 -4.40 0.306
O 3.87426 -1.75168 1.80358 2.53 1.05 5.09 -0.662
```
Forces are in eV/Å.

**Strongest force on any atom**: 0.1233 hartree/bohr
**Total charge**: -1
**E_LUMO**: 2.78 eV
**Energy relative to the best compared isomer or geometry (same formula, charge and spin)**: 300.9 kJ/mol
**Orbital gap**: 8.9273 eV

No. 6
Density functional theory data (ωB97M-V/def2-TZVPD) for a 2-piece molecular cluster, C6H12 overall at a distorted geometry.

The geometry in XYZ format:
```
18
Properties=species:S:1:pos:R:3:forces:R:3:mulliken_charge:R:1
C -0.42712 -0.03226 0.03214 0.45 0.97 0.17 1.442
C -1.06832 0.75786 -1.11001 -0.07 0.03 -0.07 -1.585
C -0.64325 -1.53340 -0.19190 0.53 0.51 0.08 -1.490
C -1.07284 0.39313 1.35190 -0.09 0.00 0.07 -1.568
H 1.71128 -0.74500 -0.06874 4.26 0.98 -0.18 0.169
H -1.70747 -1.76523 -0.22951 -0.04 0.07 0.00 0.444
H -1.02077 1.46784 1.51914 0.31 0.08 0.01 0.393
H -0.63807 -0.12587 2.20381 0.14 0.03 0.10 0.363
H -2.14040 0.17033 1.36519 -0.11 -0.22 -0.17 0.349
H -0.63186 0.50504 -2.07422 0.14 0.07 -0.09 0.365
H -2.13615 0.55085 -1.18994 -0.11 -0.27 0.11 0.355
H -1.01531 1.83500 -0.95970 0.31 0.08 0.02 0.390
H -0.20449 -2.09629 0.63101 0.06 -0.24 -0.05 0.383
H -0.19479 -1.83129 -1.13885 0.04 -0.25 -0.02 0.382
C 2.79880 -0.18953 -0.09251 -2.96 -1.04 0.11 -0.390
C 3.57425 0.73200 -0.07298 -0.74 -0.54 -0.02 -0.054
H 4.11635 1.63763 -0.05446 0.54 0.08 -0.01 0.369
H 0.70015 0.26920 0.07963 -2.65 -0.34 -0.05 -0.318
```
Forces are in eV/Å.

**Strongest force on any atom**: 0.0850 hartree/bohr
**SMILES string**: CC(C)C.C#C
**Total charge**: 0
**E_LUMO**: 0.99 eV
**Energy relative to the best compared isomer or geometry (same formula, charge and spin)**: 331.5 kJ/mol
**Orbital gap**: 11.3886 eV

No. 7
Density functional theory data (ωB97M-V/def2-TZVPD) for one molecule with the formula CH3F3N2O at a distorted geometry.

The geometry in XYZ format:
```
10
Properties=species:S:1:pos:R:3:forces:R:3:mulliken_charge:R:1
C 0.00900 -0.16956 -0.24488 0.33 0.60 0.28 -0.393
N -2.26308 0.45855 0.06354 0.96 -0.49 -0.12 0.203
N -3.32340 -0.27317 -0.48444 0.13 -1.80 -0.39 0.257
O -1.24938 -0.47908 0.27311 -3.12 -0.92 1.77 -0.197
F -2.58638 1.04613 1.30958 0.07 -0.64 -0.25 -0.205
F -4.11894 -1.12283 0.34956 1.50 0.43 0.54 -0.204
F -4.27182 0.59066 -0.79608 -0.74 1.83 -0.48 -0.140
H 0.17671 0.87061 0.10200 0.92 -0.63 -0.61 0.236
H -0.07878 -0.30073 -1.31866 0.65 0.35 -0.26 0.237
H 0.68577 -0.96123 0.20243 -0.68 1.27 -0.49 0.206
```
Forces are in eV/Å.

**Strongest force on any atom**: 0.0719 hartree/bohr
**SMILES string**: CON(F)N(F)F
**Total charge**: 0
**E_LUMO**: 0.84 eV
**Energy relative to the best compared isomer or geometry (same formula, charge and spin)**: 542.9 kJ/mol
**Orbital gap**: 12.4064 eV